81
Properties=species:S:1:pos:R:3:forces:R:3 method="wB97M-V/def2-TZVPD" multiplicity=3 relative_energy_ev=0.346 energy_ev=-150452.711 charge=+1 orbital_gap_ev="5.712 / 5.430" e_lumo_ev="-4.20 / -4.53"
W -0.5538 -0.3090 -0.4380 -0.328 0.066 -0.038
N -2.0808 1.1474 -1.3637 0.109 -0.065 -0.027
C -1.4507 2.1838 -2.1343 0.022 -0.006 -0.021
C -1.5297 3.5110 -1.7560 -0.012 0.013 -0.005
C -0.8699 4.4711 -2.5134 -0.008 0.006 0.010
C -0.1563 4.0847 -3.6381 -0.005 -0.014 -0.013
C -0.0856 2.7452 -3.9970 -0.025 0.013 -0.004
C -0.7232 1.7632 -3.2450 -0.013 -0.021 0.002
C -0.6779 0.3175 -3.5912 0.007 0.009 -0.008
C -0.7051 0.0005 -4.9505 0.025 0.002 0.007
C -0.6910 -1.3115 -5.3867 -0.006 -0.001 -0.001
C -0.6699 -2.3290 -4.4487 0.009 -0.001 -0.005
C -0.6468 -2.0242 -3.0962 0.008 0.001 0.001
C -0.6331 -0.7086 -2.6096 0.033 -0.027 0.021
H -2.7310 1.5259 -0.6820 0.012 -0.016 0.009
H -2.6195 0.5279 -1.9682 -0.054 0.035 0.020
H -2.1209 3.7985 -0.8923 0.001 -0.002 -0.001
H -0.9322 5.5150 -2.2362 -0.001 -0.002 0.002
H 0.3517 4.8281 -4.2381 0.000 0.000 0.000
H 0.5005 2.4512 -4.8583 0.002 0.005 0.005
H -0.7644 0.8012 -5.6773 -0.008 -0.008 -0.001
H -0.7207 -1.5336 -6.4450 0.005 -0.001 0.001
H -0.6826 -3.3650 -4.7620 0.001 0.002 0.001
H -0.6443 -2.8590 -2.4072 -0.013 0.002 0.013
F 4.8862 -3.0209 3.8363 -0.003 -0.001 -0.009
C 3.9929 -2.8398 2.8711 0.007 -0.024 0.002
C 3.5638 -1.5706 2.5405 -0.014 0.050 0.006
F 4.0438 -0.5066 3.1915 -0.009 -0.030 -0.006
C 2.6291 -1.3924 1.5346 0.038 0.067 -0.033
F 2.2838 -0.1159 1.2709 -0.072 -0.032 -0.014
C 2.0711 -2.4451 0.8215 -0.083 -0.152 0.086
S 0.8670 -2.3902 -0.4619 0.229 0.200 -0.153
C 2.5373 -3.7157 1.1803 -0.037 0.008 0.002
F 2.0615 -4.7901 0.5539 -0.001 -0.004 0.006
C 3.4742 -3.9206 2.1753 0.019 0.014 0.013
F 3.8730 -5.1506 2.4766 0.004 -0.018 0.005
Br 5.2912 0.8435 -5.3611 0.001 -0.002 -0.004
C 4.0057 0.9243 -3.9868 -0.003 0.019 -0.003
C 3.5795 2.1603 -3.5223 -0.003 0.009 0.001
C 2.6307 2.2176 -2.5189 0.019 -0.022 -0.003
C 2.1141 1.0450 -1.9692 -0.045 0.030 0.018
C 2.5269 -0.1840 -2.4606 0.038 0.006 -0.026
C 3.4806 -0.2450 -3.4643 -0.021 -0.028 0.009
N 1.1310 1.1168 -0.9154 0.239 0.030 -0.061
C 1.2306 2.1179 -0.1200 0.013 0.008 0.007
C 0.2171 2.3282 0.8970 -0.018 0.015 0.011
C 0.2496 3.3979 1.7789 -0.027 0.019 0.003
C -0.7733 3.5304 2.7008 0.017 0.027 0.008
C -1.7981 2.5929 2.7117 -0.028 -0.009 -0.008
C -1.7597 1.5459 1.8120 0.005 0.022 -0.040
N -0.7685 1.4167 0.9203 0.142 -0.017 0.071
H 3.9694 3.0698 -3.9574 0.003 0.000 0.002
H 2.2537 3.1860 -2.2178 0.001 -0.007 0.007
H 2.1127 -1.0966 -2.0601 0.009 0.006 0.012
H 3.8063 -1.2047 -3.8406 -0.001 0.003 0.002
H 2.0552 2.8197 -0.1784 0.017 -0.006 -0.004
H 1.0643 4.1074 1.7316 0.003 -0.006 0.001
H -0.7742 4.3534 3.4027 -0.002 -0.001 -0.004
H -2.6174 2.6601 3.4133 0.003 0.003 0.001
H -2.5204 0.7731 1.7981 0.037 0.010 0.017
C 0.6392 -0.8029 4.8655 -0.002 -0.001 0.003
C -0.1958 -1.8146 4.0737 -0.003 0.016 -0.017
C -0.3705 -1.3912 2.6908 0.048 -0.069 -0.062
N -0.4498 -1.0383 1.6042 -0.082 0.064 0.139
H 0.8132 -1.1877 5.8680 -0.009 0.004 0.004
H 0.1173 0.1497 4.9501 0.001 0.002 -0.007
H 1.6048 -0.6296 4.3926 0.008 -0.007 0.004
H -1.1919 -1.9447 4.4999 -0.012 -0.013 0.011
H 0.2800 -2.7976 4.0497 0.007 -0.001 -0.013
Te -2.8533 -1.8408 -0.4573 -0.172 -0.200 0.034
C -3.4428 -1.9870 1.5727 -0.051 0.081 0.018
C -3.0717 -3.0913 2.3377 0.026 -0.038 -0.072
C -3.5012 -3.2157 3.6530 -0.012 -0.002 0.019
C -4.3020 -2.2353 4.2246 0.010 -0.017 -0.001
C -4.6876 -1.1387 3.4666 0.012 0.025 -0.008
C -4.2669 -1.0202 2.1468 0.031 -0.024 0.061
H -2.4631 -3.8703 1.8923 0.006 0.017 0.014
H -3.2247 -4.0913 4.2282 0.005 0.006 -0.011
H -4.6449 -2.3393 5.2456 -0.004 0.000 0.001
H -5.3380 -0.3855 3.8935 -0.002 0.001 0.006
H -4.6034 -0.1780 1.5523 -0.042 -0.022 -0.015